# 1
Molecular formula: C43H47CrN2P2S
Method: DFT, ωB97M-V with the def2-TZVPD basis set

Structure (XYZ):
```
96
C43H47CrN2P2S ωB97M-V with the def2-TZVPD basis set
Cr -0.6631 -2.4867 0.0741
C 1.7677 -2.7022 0.6114
C 1.0207 -3.8210 0.4160
C -0.0733 -4.0843 1.3085
C 0.1504 -3.6504 2.7027
C 1.0409 -2.7095 3.0094
C 1.7721 -1.9543 1.9264
H 2.6041 -2.5280 -0.0521
H 1.2166 -4.4701 -0.4269
H -0.5950 -5.0252 1.1814
H -0.4072 -4.1404 3.4916
H 1.2304 -2.4332 4.0387
H 2.8116 -1.8192 2.2103
C 3.1102 3.1954 -3.6292
S 2.5429 1.4832 -3.5135
C 3.4929 0.9404 -2.0646
C 2.7312 1.0288 -0.7410
C 1.5322 0.0883 -0.8027
N 0.5145 0.1311 0.3062
P -0.9454 1.1984 0.1967
C -1.8057 0.9152 -1.4008
C -3.0292 1.5978 -1.3373
C -3.8522 1.7067 -2.4448
C -3.4749 1.1198 -3.6455
C -2.2792 0.4247 -3.7192
C -1.4457 0.3202 -2.6111
C -0.3271 2.8848 -0.0902
C -0.5516 3.7920 0.9441
C -0.1840 5.1251 0.8063
C 0.4067 5.5557 -0.3717
C 0.6143 4.6605 -1.4179
C 0.2403 3.3331 -1.2854
P 1.1258 -0.1904 1.8460
C 2.4318 0.9258 2.3501
C 3.6367 0.5068 2.9230
C 4.5851 1.4453 3.3040
C 4.3412 2.7977 3.1201
C 3.1419 3.2221 2.5614
C 2.1903 2.2936 2.1812
C -0.2181 -0.0452 3.0085
C -1.3467 -0.8405 2.8275
C -2.3619 -0.8630 3.7535
C -2.2508 -0.0742 4.8994
C -1.1320 0.7166 5.0976
C -0.1052 0.7290 4.1562
H 2.5467 3.6622 -4.4350
H 4.1694 3.2308 -3.8746
H 2.9206 3.7376 -2.7035
H 4.3937 1.5506 -2.0139
H 3.8148 -0.0855 -2.2580
H 2.4110 2.0558 -0.5630
H 3.4136 0.7541 0.0662
H 1.8902 -0.9307 -0.9031
H 0.9874 0.3087 -1.7091
H -3.3341 2.0704 -0.4076
H -4.7868 2.2463 -2.3690
H -4.1100 1.2060 -4.5170
H -1.9772 -0.0389 -4.6493
H -0.5401 -0.2500 -2.7327
H -1.0227 3.4551 1.8618
H -0.3713 5.8246 1.6101
H 0.6853 6.5949 -0.4877
H 1.0463 5.0085 -2.3471
H 0.3724 2.6561 -2.1242
H 3.8622 -0.5333 3.0926
H 5.5151 1.1156 3.7463
H 5.0861 3.5242 3.4164
H 2.9478 4.2769 2.4201
H 1.2654 2.6370 1.7332
H -1.4234 -1.4557 1.9316
H -3.2359 -1.4837 3.6031
H -3.0411 -0.0882 5.6381
H -1.0489 1.3289 5.9849
H 0.7696 1.3433 4.3270
C -3.5733 -1.4809 0.1594
N -2.7987 -2.7058 -0.1561
C -3.2814 -3.7869 0.7400
C -3.0522 -3.0775 -1.5867
C -1.8282 -2.9176 -2.4442
C -1.9309 -2.9544 -3.8327
C -0.7895 -2.8983 -4.6120
C 0.4713 -2.8150 -4.0202
C 0.5793 -2.7845 -2.6436
C -0.5708 -2.8218 -1.8380
H -4.6386 -1.6627 -0.0071
H -3.2484 -0.6704 -0.4838
H -3.4286 -1.1991 1.1988
H -4.3631 -3.9039 0.6397
H -3.0490 -3.5362 1.7753
H -2.7987 -4.7274 0.4856
H -3.8840 -2.4842 -1.9697
H -3.3695 -4.1215 -1.6121
H -2.9051 -3.0287 -4.3026
H -0.8758 -2.9288 -5.6903
H 1.3600 -2.7843 -4.6366
H 1.5655 -2.7323 -2.1984
```

Computed properties:
Kohn-Sham gap (alpha / beta)   6.6 / 7.4 eV
HOMO energy (alpha / beta)   -12.99 / -12.99 eV
Charge   +2
Energy   -3901.0070 hartree
2S+1   2

=====

# 2
Molecular formula: C43H47F3N7STb
Method: DFT, ωB97M-V with the def2-TZVPD basis set

Structure (XYZ):
```
102
C43H47F3N7STb ωB97M-V with the def2-TZVPD basis set
Tb -1.5979 -0.2299 -0.5622
C -3.5156 1.4323 -3.1954
C -2.5770 0.7323 -4.1708
C -2.6166 -0.7535 -3.9482
C -3.3136 -1.4902 -4.8854
C -3.4912 -2.8451 -4.7047
C -3.0296 -3.4177 -3.5158
C -2.4139 -2.6152 -2.6380
N -2.1637 -1.2896 -2.7809
N -2.9952 1.6973 -1.7463
C -2.2652 2.9732 -1.6336
C -0.7698 2.8507 -1.8037
C 0.0280 3.9910 -1.7770
C 1.3963 3.7776 -1.8138
C 1.9088 2.5249 -2.0688
C 0.9912 1.4447 -2.1575
N -0.3215 1.6062 -1.8533
C -4.2172 1.8349 -0.8661
C -3.8630 2.0549 0.5182
C -4.6123 2.9531 1.2785
C -4.3008 2.9624 2.6238
C -3.3213 2.1718 3.1716
C -2.7203 1.2675 2.3370
N -2.9579 1.2241 1.0121
H -4.3273 0.7311 -2.9490
H -3.7790 2.3619 -3.6164
H -1.5279 1.0831 -4.1173
H -2.8539 0.8887 -5.1918
H -3.7306 -0.9200 -5.7454
H -3.9051 -3.4104 -5.5200
H -3.0745 -4.4928 -3.3787
H -2.0484 -3.0592 -1.7480
H -2.3569 3.4143 -0.6424
H -2.6011 3.7219 -2.3422
H -0.3201 4.9645 -1.6274
H 2.0814 4.6090 -1.6037
H 2.9971 2.3569 -2.1721
H 1.3074 0.3857 -2.3294
H -4.8683 0.9740 -0.9253
H -4.7642 2.7196 -1.1344
H -5.4103 3.5082 0.8763
H -4.8608 3.7183 3.2357
H -3.0800 2.1060 4.1992
H -1.9223 0.6179 2.7273
F -5.6849 -0.4823 2.1235
C -5.2560 -1.6108 2.7890
F -5.5093 -1.4078 4.0912
F -5.9635 -2.6414 2.3474
C -3.7524 -1.8072 2.7685
C -2.9746 -2.0669 3.8858
C -1.5786 -2.1777 3.7605
C -1.0207 -1.8953 2.5540
N -1.7713 -1.6496 1.4255
C -3.1514 -1.7408 1.4908
S -3.9328 -1.5492 -0.0612
H -3.3303 -2.3028 4.8641
H -0.9368 -2.4571 4.5762
H 0.0070 -1.7559 2.5206
C 5.1535 1.9432 2.2516
C 3.8133 2.5483 2.6347
C 3.4766 2.3704 4.1251
C 3.8864 4.1045 2.3112
C 2.6489 1.8786 1.8858
C 1.3605 2.4697 1.8601
C 0.2760 1.8473 1.3177
N 0.3456 0.5544 0.8387
C 1.5453 -0.0008 0.8090
C 2.7574 0.6594 1.2520
C 1.6326 -1.2661 0.0131
C 2.7438 -2.0932 0.0976
C 2.9726 -3.0364 -0.8547
C 1.9595 -3.2125 -1.7859
C 0.8064 -2.5082 -1.7079
N 0.6270 -1.4896 -0.8767
C 4.2838 -3.8369 -0.9297
C 4.6932 -4.1979 -2.3837
C 4.1534 -5.1217 -0.1194
C 5.3657 -2.9598 -0.1567
H 5.9720 2.5821 2.6205
H 5.3417 1.9384 1.1973
H 5.3830 0.9617 2.6971
H 4.4186 2.7295 4.6817
H 3.3385 1.2797 4.3216
H 2.6390 2.9822 4.5308
H 4.7169 4.5678 2.8802
H 2.9207 4.5507 2.5871
H 4.1825 4.2640 1.2533
H 1.2117 3.4154 2.3737
H -0.7033 2.3740 1.2095
H 3.6653 0.0531 1.1089
H 3.3869 -1.9001 0.9150
H 2.0066 -4.0365 -2.5703
H -0.0114 -2.6593 -2.3544
H 3.9924 -4.9519 -2.8261
H 5.7336 -4.4213 -2.3445
H 4.7162 -3.3016 -2.9648
H 3.3612 -5.7727 -0.5725
H 3.8608 -4.7985 0.8841
H 5.0884 -5.6740 -0.0551
H 5.4575 -1.9885 -0.6162
H 6.2453 -3.5248 -0.4126
H 5.2139 -2.9139 0.9232
```

Computed properties:
Kohn-Sham gap (alpha / beta)   7.5 / 7.5 eV
HOMO energy (alpha / beta)   -12.82 / -12.83 eV
Charge   +2
Energy   -3571.9954 hartree
Energy above the lowest of the compared OMol25 structures with the same formula, charge and spin   1.522 eV
2S+1   7

=====

# 3
Molecular formula: C43H48ClN5O6ReS
Method: DFT, ωB97M-V with the def2-TZVPD basis set

Structure (XYZ):
```
105
C43H48ClN5O6ReS ωB97M-V with the def2-TZVPD basis set
Re 0.3817 1.2073 -0.2363
C 3.8404 1.1065 3.2119
C 4.1136 0.1254 2.0845
C 5.0935 -0.8320 2.2908
C 5.5754 -1.6164 1.2240
C 5.0200 -1.4312 -0.0235
C 4.0191 -0.4757 -0.2429
C 3.5625 -0.2336 -1.6275
C 3.5208 0.2988 0.8101
N 2.4489 1.2420 0.6299
C 2.9110 2.5121 0.7045
O 4.0485 2.8935 0.8271
C 1.7938 3.5197 0.7774
C 2.0540 4.8033 1.1885
C 0.9661 5.6511 1.3978
C -0.3295 5.1684 1.3997
C -0.5192 3.8435 1.0046
N 0.5271 3.1023 0.6304
C -1.8878 3.1764 1.1582
O -2.8198 3.9447 1.3520
N -1.8174 1.8452 1.0968
C -2.7276 1.0576 1.7657
C -3.0647 1.2858 3.1417
C -2.6265 2.5135 3.9054
C -3.7733 0.3233 3.8595
C -4.2209 -0.8347 3.2326
C -4.0026 -1.0125 1.8820
C -3.2033 -0.1365 1.1447
C -2.8736 -0.4404 -0.2246
H 3.9869 0.6353 4.1806
H 2.8101 1.4573 3.1347
H 4.5554 1.9468 3.1066
H 5.4591 -0.9290 3.3168
H 6.3698 -2.3417 1.3694
H 5.3604 -2.0433 -0.8547
H 3.6497 -1.0595 -2.2935
H 4.1907 0.5912 -2.0401
H 2.5265 0.1154 -1.6505
H 3.0619 5.1385 1.3513
H 1.1585 6.6498 1.6960
H -1.1819 5.7655 1.7178
H -1.6066 2.8422 3.6497
H -2.6982 2.2817 4.9738
H -3.2658 3.3355 3.7171
H -3.9567 0.4673 4.9326
H -4.8160 -1.5776 3.7482
H -4.3970 -1.8811 1.3563
H -3.1880 -1.4395 -0.5320
H -1.8004 -0.3509 -0.4044
H -3.3272 0.2034 -0.9767
C -3.4237 -2.4589 -5.6527
C -1.9748 -2.8728 -5.8973
N -1.0971 -2.3553 -4.8122
C -0.1188 -1.3205 -5.1536
C -0.6984 0.0204 -5.5126
C -1.1256 -3.0612 -3.6639
O -1.7301 -4.1276 -3.5300
C -0.3569 -2.5626 -2.4897
C 0.2338 -3.5246 -1.6873
C 0.9780 -3.1049 -0.6054
C 1.0521 -1.7642 -0.2794
N 0.4205 -0.8229 -1.0203
C -0.2119 -1.2406 -2.1312
H -4.1148 -2.7350 -6.4740
H -3.4713 -1.3806 -5.4973
H -3.8387 -2.9209 -4.7300
H -1.6216 -2.3939 -6.8076
H -1.8657 -3.9287 -5.9612
H 0.4187 -1.7202 -6.0161
H 0.6045 -1.2360 -4.3631
H -1.5489 -0.1123 -6.1751
H 0.0346 0.5697 -6.0535
H -0.9791 0.5976 -4.6406
H 0.1454 -4.5834 -1.9049
H 1.4204 -3.8522 0.0350
H 1.7003 -1.4332 0.5096
H -0.7328 -0.4431 -2.6792
C 0.0004 0.3187 4.2144
S 0.8066 -0.3871 2.8483
O -0.0384 0.1021 1.6973
C 0.3996 -2.1069 3.0168
C -0.9214 -2.5761 3.0045
C -1.1092 -3.9501 3.0696
C -0.0003 -4.8069 3.1432
C 1.2744 -4.3180 3.0857
C 1.4958 -2.9429 3.0135
H -1.0921 0.1238 4.2503
H 0.1070 1.3769 4.0958
H 0.5128 -0.0406 5.0878
H -1.7153 -1.8275 2.9738
H -2.1176 -4.3187 3.0164
H -0.1902 -5.8573 3.1885
H 2.1546 -4.9613 3.0494
H 2.4831 -2.5188 2.9956
Cl 1.3920 1.5115 -3.5066
C 1.4524 2.2792 -1.8350
H 1.0577 3.2772 -2.0022
H 2.5125 2.4101 -1.6056
C -2.5735 3.7023 -2.2944
O -1.5319 3.1896 -1.4836
C -1.1659 1.9152 -1.6180
O -1.5973 1.2440 -2.5325
H -3.0602 4.5097 -1.7370
H -3.3227 2.9059 -2.5781
H -2.2124 4.0989 -3.2284
```

Computed properties:
Kohn-Sham gap (alpha / beta)   7.0 / 6.1 eV
HOMO energy (alpha / beta)   -7.12 / -7.28 eV
Charge   0
Energy   -3329.2303 hartree
Energy above the lowest of the compared OMol25 structures with the same formula, charge and spin   0.362 eV
2S+1   4

=====

# 4
Molecular formula: C43H49AsIO3S3Yb
Method: DFT, ωB97M-V with the def2-TZVPD basis set

Structure (XYZ):
```
101
C43H49AsIO3S3Yb ωB97M-V with the def2-TZVPD basis set
Yb 8.8791 13.2995 8.5349
C 7.7944 18.2971 12.6576
C 9.1770 17.7066 12.9942
C 10.2670 18.6048 13.1615
C 9.9073 20.0612 13.3173
C 11.6124 18.2195 13.2303
C 12.7569 19.2081 13.2118
C 11.8601 16.8462 13.3926
C 13.3084 16.3117 13.5517
C 10.7654 15.9070 13.5600
C 11.0939 14.5325 13.9320
C 9.4910 16.3246 13.2156
C 8.4217 15.2909 12.9095
H 7.0082 17.7273 12.2389
H 7.8478 19.1060 11.9694
H 7.3909 18.7125 13.6175
H 10.8674 20.5170 13.6505
H 9.1354 20.2131 14.0851
H 9.6230 20.5876 12.3800
H 12.2936 20.0502 12.6861
H 13.5280 18.9049 12.4801
H 13.1506 19.5484 14.1739
H 13.8493 16.3297 12.5598
H 13.4245 15.2902 13.9191
H 13.8715 17.0097 14.2342
H 11.8200 13.9906 13.2436
H 10.2306 13.8339 14.1232
H 11.5774 14.6156 14.9103
H 8.6779 14.5742 12.0916
H 7.3569 15.6544 12.8465
H 8.4858 14.7080 13.8505
C 8.0691 10.2082 6.7732
C 7.3742 11.1654 5.7953
S 7.2181 12.9526 6.2116
C 5.5112 13.0948 6.7592
C 5.3324 14.0053 8.1015
S 6.2940 13.3616 9.4961
C 5.5502 11.6838 9.7128
C 5.9836 10.4441 8.8630
S 7.7507 10.2152 8.5877
H 9.1614 10.3737 6.7101
H 7.9482 9.1456 6.4224
H 6.4079 10.8304 5.3228
H 7.9589 11.2015 4.9060
H 4.9919 12.0760 6.9046
H 5.0108 13.6310 5.9134
H 4.3423 14.2968 8.3994
H 5.8402 14.8882 7.8091
H 4.4546 11.8499 9.5992
H 5.7033 11.4371 10.7454
H 5.4099 10.3372 7.9305
H 5.7018 9.4859 9.4105
I 11.2922 21.7982 7.7295
C 10.3674 19.9597 7.8587
C 10.3277 19.1221 6.6849
C 9.9820 17.7928 6.6856
C 9.7403 17.2423 8.0094
C 9.7091 18.0680 9.1040
C 10.0772 19.3859 9.0865
C 9.4008 15.8196 8.1682
O 9.0617 15.3058 9.3025
O 9.6263 15.0584 7.1694
H 10.6594 19.6105 5.8060
H 9.9442 17.2010 5.8017
H 9.5381 17.5423 10.0162
H 10.1638 19.8685 10.0696
O 10.5521 12.3768 9.5747
As 12.2570 12.1537 9.4012
C 12.8833 10.9695 10.8577
C 14.2432 10.7952 11.0000
C 14.7555 10.2972 12.1811
C 13.8610 10.0090 13.2573
C 12.5176 10.1787 13.0679
C 12.0006 10.6468 11.9061
C 12.7164 11.0460 7.8900
C 13.1408 11.7179 6.7053
C 13.5269 10.9516 5.6123
C 13.4420 9.5392 5.5963
C 13.1085 8.8874 6.8438
C 12.8108 9.6252 7.9590
C 13.2764 13.7939 9.2125
C 14.4757 13.9235 8.5096
C 15.0113 15.2386 8.4134
C 14.3488 16.3592 8.8526
C 13.1065 16.2248 9.5741
C 12.6037 14.9663 9.7832
H 14.7728 10.9616 10.0885
H 15.7819 10.1093 12.2371
H 14.2976 9.7156 14.1510
H 11.8588 10.1060 13.9229
H 10.9639 10.7180 11.6390
H 13.1437 12.8206 6.6418
H 13.8131 11.3526 4.6381
H 13.6102 9.0901 4.5889
H 12.9475 7.7965 6.9500
H 12.5975 9.0720 8.7927
H 14.7902 13.1016 7.8671
H 15.9147 15.4118 7.8331
H 14.7596 17.3380 8.6093
H 12.5714 17.1469 9.8181
H 11.7645 14.7356 10.4401
```

Computed properties:
Kohn-Sham gap (alpha / beta)   6.2 / 5.4 eV
HOMO energy (alpha / beta)   -11.59 / -11.59 eV
Charge   +2
Energy   -6779.8998 hartree
2S+1   2